{"formula": "C27H33BBr54N2O6", "method": "ωB97M-V with the def2-TZVPD basis set", "e_lumo_ha": -0.0211, "orbital_gap_ev": 8.85, "homo_energy_ha": -0.3462, "species": ["N", "C", "O", "C", "O", "C", "O", "O", "C", "C", "C", "C", "C", "C", "N", "B", "O", "O", "H", "H", "H", "H", "H", "H", "H", "H", "H", "H", "H", "H", "H", "H", "H", "C", "Br", "Br", "Br", "H", "C", "Br", "Br", "Br", "H", "C", "Br", "Br", "Br", "H", "C", "Br", "Br", "Br", "H", "C", "Br", "Br", "Br", "H", "C", "Br", "Br", "Br", "H", "C", "Br", "Br", "Br", "H", "C", "Br", "Br", "Br", "H", "C", "Br", "Br", "Br", "H", "C", "Br", "Br", "Br", "H", "C", "Br", "Br", "Br", "H", "C", "Br", "Br", "Br", "H", "C", "Br", "Br", "Br", "H", "C", "Br", "Br", "Br", "H", "C", "Br", "Br", "Br", "H", "C", "Br", "Br", "Br", "H", "C", "Br", "Br", "Br", "H", "C", "Br", "Br", "Br", "H"], "coordinates": [[-4.75899, 1.96798, 1.33274], [-3.62060, 2.03841, 0.90620], [-2.33125, 1.91540, 0.27971], [-1.92073, 0.55292, 0.55816], [-0.79363, 0.32045, 1.47010], [-0.77557, -1.14145, 1.48945], [-0.43894, -1.83997, 2.47332], [-1.26215, -1.63076, 0.20618], [-1.62858, -0.46607, -0.63640], [-2.73035, -0.67850, -1.78616], [-4.26132, -0.57732, -1.28876], [-5.05767, -1.97614, -1.59191], [-4.28474, -3.21026, -0.90582], [-4.31022, -3.15853, 0.72806], [-3.31203, -4.21606, 1.18831], [-0.21829, -0.29277, -1.50024], [-0.14130, -0.55710, -2.93861], [1.04564, 0.09453, -0.86766], [-2.77799, 0.04060, 1.15148], [-2.54337, -1.64427, -2.37396], [-2.57864, 0.18696, -2.54245], [-4.39440, -0.38070, -0.16947], [-4.79674, 0.27145, -1.88625], [-6.08059, -1.89176, -1.04592], [-5.26009, -2.09852, -2.71291], [-3.19135, -3.32478, -1.22557], [-4.83904, -4.18405, -1.20999], [-3.94032, -2.16012, 1.15004], [-5.32301, -3.49726, 1.13806], [-3.55157, -5.04762, 0.60954], [-2.39158, -3.85836, 0.87826], [-0.06780, -1.53911, -3.03173], [1.42730, -0.72056, -0.43967], [-7.96567, 0.66591, -3.15798], [-7.42616, 1.03654, -1.32959], [-6.45425, 0.17747, -4.27393], [-9.37930, -0.66003, -3.23972], [-8.37342, 1.59149, -3.56279], [3.20227, 1.37531, 2.02475], [2.95983, 2.45995, 0.43262], [1.78471, 0.06409, 2.21646], [4.95801, 0.55329, 2.08629], [3.13592, 2.04636, 2.88065], [-0.68937, 0.16635, -6.23834], [-0.95657, 1.12472, -7.90414], [-2.33230, -0.65196, -5.60652], [0.75423, -1.12367, -6.37162], [-0.39151, 0.90194, -5.49143], [-0.25609, -5.38508, 3.29267], [0.30015, -5.00718, 5.11248], [1.24623, -5.87179, 2.16456], [-1.66415, -6.71784, 3.23308], [-0.67205, -4.46207, 2.88845], [-2.05194, -10.49163, 5.17236], [-3.75319, -9.98805, 4.38483], [-1.48599, -9.23321, 6.53670], [-2.07738, -12.31349, 5.83798], [-1.30867, -10.45401, 4.37606], [1.70558, 5.14944, -2.41588], [3.43662, 4.40366, -2.87734], [0.29114, 3.82790, -2.56199], [1.72112, 5.99844, -0.67080], [1.49111, 5.92802, -3.14568], [5.94835, 0.07226, -2.15229], [6.05516, 1.52271, -3.44231], [7.23543, 0.27888, -0.71578], [4.14356, -0.15485, -1.47616], [6.20823, -0.84401, -2.68205], [3.58725, -0.77346, 5.56976], [5.32076, -1.51976, 5.12002], [2.17172, -2.09086, 5.41485], [3.59815, 0.07130, 7.31693], [3.37719, 0.00784, 4.83929], [-11.83413, -2.86364, -0.72225], [-10.29488, -3.98517, -1.09438], [-11.31626, -1.16434, 0.05656], [-12.95050, -2.62656, -2.29160], [-12.43590, -3.38499, 0.02125], [4.61424, -2.35181, -6.88979], [6.34386, -3.09354, -7.36124], [3.20028, -3.67399, -7.03095], [4.64094, -1.50721, -5.14393], [4.39376, -1.57049, -7.61650], [0.60095, -13.65396, 2.59871], [-1.28535, -13.77155, 2.16166], [1.18514, -11.81177, 2.77646], [1.04440, -14.70578, 4.16752], [1.14984, -14.08330, 1.76139], [11.00915, 2.19268, -2.54149], [9.11884, 2.07594, -2.96479], [11.59988, 4.03329, -2.37764], [11.46186, 1.14692, -0.97039], [11.55142, 1.75786, -3.38070], [-7.45109, 1.65621, 4.28764], [-6.79165, 2.46111, 5.92538], [-7.54030, -0.27756, 4.41914], [-9.14818, 2.42175, 3.73995], [-6.72947, 1.88924, 3.50471], [-5.05479, 4.87529, 9.31749], [-5.99523, 3.17934, 9.35392], [-5.82585, 6.09300, 8.01979], [-4.93842, 5.67675, 11.08069], [-4.03514, 4.66741, 8.99404], [-2.77320, 6.71544, 4.94433], [-2.22014, 7.09956, 6.76434], [-1.26891, 6.22486, 3.82156], [-4.18231, 5.38354, 4.88361], [-3.18782, 7.63653, 4.53628], [-2.36702, 6.18413, -4.14721], [-2.18290, 4.77982, -5.47391], [-0.70476, 7.15070, -3.88394], [-3.83703, 7.37988, -4.56189], [-2.60684, 5.69969, -3.20107], [13.75358, 5.76062, -5.77532], [14.42867, 6.57827, -4.15069], [13.68177, 3.82731, -5.63198], [12.04268, 6.50877, -6.30221], [14.46199, 5.99536, -6.56888], [14.47131, 9.77506, -1.11219], [14.21152, 10.85948, -2.69995], [13.06336, 8.45734, -0.90130], [16.23175, 8.95984, -1.07561], [14.41214, 10.44503, -0.25523]], "forces_ev_per_angstrom": [[6.382, 0.678, -2.230], [-2.505, -0.734, 0.183], [-2.832, -0.828, 2.349], [-1.711, -2.897, 0.483], [-1.614, -2.287, -0.913], [0.095, -0.819, 1.478], [-1.487, 3.106, -4.948], [0.479, 1.024, 2.717], [0.949, 1.279, -1.544], [-1.032, 0.783, 0.813], [-0.772, -0.841, -0.979], [0.165, 0.549, 1.153], [-1.193, 0.107, 0.323], [0.892, -1.053, -0.913], [-0.737, 0.818, -0.797], [2.426, 0.728, -0.866], [-0.304, -0.730, 2.851], [-2.219, -2.185, -0.706], [0.963, 1.041, -1.234], [-0.141, 1.409, 1.013], [0.068, -1.458, 1.339], [0.374, -0.101, -1.633], [1.091, -1.532, 1.308], [1.557, -0.164, -1.112], [0.467, 0.043, 1.626], [-1.535, 0.305, 0.347], [1.006, 1.493, 0.482], [-0.900, -1.341, -0.596], [1.300, 0.988, -0.607], [0.647, 0.637, 0.680], [-0.601, -0.611, 0.121], [-0.086, 1.058, -0.341], [-0.358, 1.286, -0.312], [-0.157, 0.066, 0.027], [-0.234, -0.047, -0.325], [-0.274, 0.122, 0.110], [0.371, 0.238, -0.008], [0.147, -0.270, 0.111], [0.017, 0.085, -0.069], [0.013, 0.086, 0.517], [1.566, 0.341, 0.595], [-0.433, 0.234, 0.067], [-0.017, -0.190, -0.253], [0.139, 0.151, 0.142], [0.021, -0.219, 0.324], [0.239, 0.103, -0.216], [-0.378, 0.204, -0.013], [-0.089, -0.244, -0.162], [-0.188, 0.123, -0.072], [-0.143, -0.202, -0.351], [-0.253, 0.076, 0.230], [0.360, 0.160, 0.071], [0.103, -0.226, 0.137], [0.147, 0.024, -0.053], [0.317, -0.086, 0.177], [-0.163, -0.274, -0.272], [-0.019, 0.378, -0.103], [-0.209, -0.021, 0.207], [0.171, 0.061, -0.011], [-0.380, 0.038, 0.198], [0.281, 0.154, 0.093], [-0.020, -0.215, -0.367], [0.035, -0.306, 0.216], [0.092, -0.276, 0.203], [-0.413, -0.241, 0.244], [-0.372, -0.167, -0.237], [0.428, 0.009, -0.556], [-0.019, 0.291, 0.109], [-0.069, 0.016, -0.095], [-0.343, 0.031, 0.254], [0.402, 0.271, 0.052], [0.018, -0.172, -0.310], [0.072, -0.231, 0.164], [-0.052, -0.013, 0.135], [-0.277, 0.248, 0.031], [-0.095, -0.341, -0.133], [0.279, -0.015, 0.259], [0.179, 0.148, -0.232], [0.068, 0.072, -0.095], [-0.367, 0.119, 0.135], [0.308, 0.217, 0.072], [-0.113, -0.215, -0.338], [0.046, -0.224, 0.219], [0.021, -0.091, -0.062], [0.364, 0.060, 0.109], [-0.164, -0.312, 0.025], [-0.118, 0.250, -0.293], [-0.156, 0.144, 0.251], [0.043, 0.047, -0.186], [0.878, 0.235, -0.017], [-0.140, -0.316, 0.058], [-0.124, 0.204, -0.252], [-0.117, 0.133, 0.258], [0.152, 0.052, -0.153], [-0.178, -0.169, -0.299], [-0.009, 0.389, -0.001], [0.306, -0.169, 0.138], [-0.201, -0.081, 0.188], [0.122, 0.039, -0.061], [0.156, 0.350, 0.041], [-0.019, -0.243, 0.455], [-0.064, -0.164, -0.348], [-0.290, 0.065, 0.075], [-0.104, 0.066, -0.066], [-0.064, -0.120, -0.345], [-0.264, 0.050, 0.231], [0.384, 0.171, -0.106], [0.136, -0.266, 0.130], [-0.087, -0.149, 0.088], [-0.036, 0.300, 0.201], [-0.475, 0.071, -0.189], [0.361, -0.235, 0.052], [0.114, 0.141, -0.256], [0.071, 0.066, -0.047], [-0.184, -0.175, -0.273], [0.033, 0.332, -0.075], [0.316, -0.175, 0.159], [-0.216, -0.087, 0.233], [-0.033, 0.088, 0.088], [0.060, -0.270, 0.288], [0.291, 0.234, -0.074], [-0.362, 0.115, -0.068], [0.023, -0.204, -0.256]]}